1.
Below is a structure of composition C57H63MgN6P2SSi2, with properties calculated with the ωB97M-V functional and the def2-TZVPD basis.

- Total charge: -1
- Energy relative to the best compared isomer or geometry (same formula, charge and spin): 0.0 kcal/mol

Each line ends with the Löwdin charge.
Element x y z (Å)
C 0.53 -3.56 -4.17  -0.096
C 7.38 2.12 -3.61  -0.092
N 0.67 -2.11 0.42  -0.256
H 3.60 3.22 -5.49  0.093
H -1.44 0.93 -3.12  0.076
Si -2.52 2.96 0.75  0.317
H 2.19 -5.30 2.10  0.021
H 0.88 -5.56 -4.86  0.091
H 2.55 -1.36 2.44  -0.010
H -4.75 -1.30 -1.45  0.113
H -5.19 1.30 -1.10  0.093
H 5.45 1.45 0.95  0.106
H 2.68 -3.69 -1.44  0.022
H 5.93 5.31 -2.16  0.102
H -6.73 -2.28 2.22  0.096
C 1.60 1.88 -3.11  -0.063
C 3.43 0.84 0.56  -0.120
H -3.02 4.01 -1.45  0.016
C -4.38 2.97 1.15  -0.175
C 6.86 2.08 -2.33  -0.510
C -1.37 0.98 4.87  -0.137
H 0.84 -3.10 -5.10  0.095
C -2.29 4.17 -0.65  -0.167
C -3.77 -0.62 0.33  -0.280
H -0.92 0.66 6.96  0.113
C -1.92 -3.16 0.45  -0.273
H -4.56 3.57 2.05  0.014
C -2.77 -4.09 2.52  -0.099
H -1.01 -2.65 5.15  0.096
C 0.55 -4.94 -4.04  -0.110
C -5.08 2.19 -3.04  -0.099
C -2.95 -3.83 -0.22  -0.104
H 0.04 -1.68 -3.22  0.080
P -0.65 -2.19 -0.48  0.609
H -2.79 -1.22 5.45  0.105
S 6.95 0.56 -1.39  0.981
H -4.95 3.41 0.33  0.017
C 0.27 -0.94 5.09  -0.134
H 3.01 1.31 1.44  0.102
C -5.90 -1.83 1.69  -0.100
C 3.30 4.03 -3.55  -0.066
C 1.13 2.59 -0.79  -0.130
H 3.76 -4.40 -0.22  0.027
C -3.76 -4.76 1.83  -0.103
H 4.68 -0.74 -2.66  0.116
H -4.90 -1.20 3.48  0.093
H -0.58 -5.19 -0.86  0.097
C -2.46 1.30 -3.10  -0.080
C 1.79 2.81 -2.04  -0.199
H -1.05 -2.77 2.36  0.088
N 2.56 0.20 -0.23  0.039
H -4.47 -5.39 2.37  0.095
C -0.74 -1.82 5.80  -0.159
H 5.90 3.26 -0.80  0.104
C 3.03 -0.37 -1.34  -0.137
H -2.70 -4.20 3.60  0.090
C -1.73 0.46 6.25  -0.182
N -0.43 0.03 4.23  -0.065
H 3.50 5.71 -1.43  0.093
C 5.24 0.39 -0.92  -0.517
H 1.31 -5.61 0.60  0.013
H 2.33 5.43 0.73  0.089
C 2.79 -2.42 2.34  -0.183
H -0.93 1.98 4.92  0.120
C 0.14 -5.52 -2.84  -0.096
H -3.03 -3.72 -1.30  0.115
H -6.11 2.54 -3.00  0.095
C -4.56 1.48 -1.96  -0.113
H -2.26 1.05 4.25  0.117
H 0.91 1.05 -2.93  0.083
H 2.52 -2.92 3.28  0.009
C -4.88 -1.21 2.40  -0.091
Mg 0.30 0.68 -0.11  0.459
H 3.85 -2.67 -0.58  0.001
H -1.07 4.55 1.99  0.019
C 4.35 -0.29 -1.73  -0.063
H -2.35 2.23 -5.03  0.098
C -2.98 2.02 -4.17  -0.086
H 2.30 -0.91 -1.94  0.115
C -4.79 -1.27 -0.37  -0.106
H -4.65 -5.13 -0.09  0.101
H 2.06 1.29 -5.11  0.092
C -1.65 3.67 2.27  -0.181
H 3.95 4.88 -3.73  0.094
H 0.46 -4.96 1.99  0.007
C 1.40 -4.92 1.44  -0.187
C 3.16 -3.52 -0.47  -0.172
H 7.77 3.39 -5.30  0.101
H -2.38 5.21 -0.30  0.027
N 6.87 4.46 -3.79  0.061
N 0.62 0.67 2.09  0.215
C -1.13 -0.71 -1.11  -0.462
C 2.85 4.86 -1.25  -0.075
Si 1.88 -3.19 0.87  0.288
C -0.30 -3.33 -1.90  -0.271
C -0.28 -4.72 -1.79  -0.106
C 1.36 3.57 0.16  -0.161
H -2.60 1.01 6.60  0.115
H -6.64 -2.35 -0.26  0.100
H 0.89 3.49 1.14  0.062
C -1.85 -3.29 1.83  -0.103
C 3.10 3.11 -4.54  -0.098
C 0.10 -2.76 -3.11  -0.096
C 2.20 4.70 -0.06  -0.098
H 7.78 1.23 -4.07  0.098
H 0.90 -0.40 5.80  0.124
H -3.03 -0.11 2.26  0.086
C 0.12 0.37 3.08  -0.221
C 7.37 3.33 -4.29  -0.153
C -3.82 -0.61 1.72  -0.102
C -5.85 -1.86 0.30  -0.094
C -3.86 -4.62 0.46  -0.093
C 6.34 3.25 -1.79  -0.068
N -1.83 1.44 0.40  -0.284
C 4.78 0.93 0.27  -0.069
C 6.36 4.40 -2.56  -0.162
H -2.35 3.96 3.06  0.015
H 0.93 -1.53 4.45  0.107
H -0.94 2.94 2.69  -0.017
C 2.23 2.01 -4.32  -0.095
C -2.01 -1.04 6.20  -0.181
P -2.38 0.24 -0.53  0.623
H -4.70 3.02 -4.98  0.092
C 2.65 3.91 -2.29  -0.181
H -2.39 -1.39 7.15  0.106
C -3.24 1.02 -1.97  -0.264
H -1.28 4.04 -1.07  0.018
H 3.88 -2.51 2.23  0.023
C -4.29 2.46 -4.14  -0.108
H -0.26 -2.25 6.69  0.111
H -4.78 1.97 1.35  0.007
H 0.14 -6.60 -2.73  0.096

2.
Below is a structure of composition C57H65BrF3N5O9PPtS3Sb, with properties calculated with the ωB97M-V functional and the def2-TZVPD basis.

- Energy relative to the best compared isomer or geometry (same formula, charge and spin): 16.1 kcal/mol

Each line ends with the Löwdin charge.
Element x y z (Å)
C -0.86 -3.50 1.80  -0.312
C 1.51 -2.34 -4.67  -0.190
H 1.14 -1.83 -5.57  0.118
F 1.36 7.69 -3.53  0.053
H 3.59 -1.83 -5.01  0.114
C 0.26 -0.73 -3.19  -0.179
H 5.28 3.87 -1.99  0.111
H -5.51 -1.96 -1.53  0.123
C 2.83 -1.71 -4.24  -0.193
Sb -1.25 2.94 -0.31  1.548
C -5.89 3.06 -1.89  -0.280
H 4.12 5.37 -0.43  0.112
C -3.19 -0.80 -0.78  -0.625
C -1.43 5.37 3.94  -0.279
H -3.39 2.74 7.24  0.111
H -1.48 -5.79 3.02  0.129
H 3.19 -2.25 -3.35  0.090
H -6.47 2.80 0.15  0.120
O -1.98 -6.62 -0.64  0.047
Br -3.25 0.92 -5.86  0.728
C -1.18 -3.18 -0.29  -0.034
H 2.40 0.29 -4.86  0.123
N -0.88 -2.56 0.88  0.105
H -0.51 -8.33 0.11  0.082
H 5.34 3.14 -0.40  0.115
H 2.31 -9.31 -0.62  0.078
H 3.01 -3.17 -1.36  0.112
H 3.93 -1.08 -1.67  0.105
H 1.11 7.66 -0.96  0.121
C 0.48 -2.19 -3.55  -0.190
C 0.79 6.69 -2.83  -0.290
N -1.71 -5.49 -1.03  -0.329
C -2.40 4.97 1.80  -0.106
C -1.04 -5.97 2.03  -0.120
H -0.41 -0.64 -2.33  0.073
C -1.28 2.35 7.29  -0.050
C -5.16 -0.72 -4.52  -0.182
H 0.81 1.87 7.08  0.127
C -2.43 5.64 3.02  -0.002
H 0.83 -2.76 -2.68  0.093
C -1.34 -4.51 -0.07  -0.150
H 1.92 4.31 0.62  0.078
C 0.71 6.79 -1.45  -0.011
C -0.37 1.34 5.36  -0.218
S 1.29 -7.02 0.80  0.634
H 1.64 -3.39 -4.93  0.113
C -4.87 3.22 -2.81  -0.010
H -5.70 -0.71 -5.46  0.103
C -0.42 4.47 3.69  0.000
H -5.10 3.30 -3.86  0.118
H -0.47 -2.64 -3.85  0.116
H 1.04 -5.69 2.67  0.098
O -3.62 -1.50 0.11  0.019
C 2.91 3.86 0.54  -0.167
H 3.88 -3.42 0.91  0.121
C -0.27 4.56 -2.78  -0.144
H 1.92 2.00 1.06  0.075
H 0.58 -9.20 1.23  0.107
H -1.65 -6.72 1.54  0.112
C 2.64 -2.48 -0.60  -0.169
C -1.51 0.77 3.40  -0.770
C -4.33 2.97 -0.09  -0.135
H -2.35 0.47 -3.05  0.093
C 0.52 -8.56 0.35  -0.296
H 3.45 4.13 1.46  0.118
H -3.70 1.81 4.95  0.121
H 3.70 2.35 -2.81  0.111
Pt -0.93 0.09 0.88  0.810
H 5.01 -1.50 0.41  0.120
C 2.52 -2.02 1.85  -0.192
H 0.37 3.09 2.28  0.065
H -3.17 5.19 1.07  0.103
C -3.28 -0.06 -3.19  -0.070
C -0.39 4.62 -1.39  -0.365
H 0.05 5.84 0.33  0.091
O -1.74 -5.13 -2.19  0.105
C 0.39 -6.47 2.25  -0.201
N -5.71 -1.39 -3.51  0.083
H 0.40 5.55 -4.59  0.118
H 0.80 -10.11 -1.11  0.081
H -2.77 3.35 -3.07  0.081
S -2.69 0.46 2.26  0.797
H -1.17 2.77 8.28  0.111
C 2.78 2.33 0.49  -0.188
C 1.54 0.08 -2.92  -0.311
C 2.85 -3.06 0.79  -0.177
O 0.80 0.08 -0.29  -0.498
C 1.26 -9.15 -0.85  -0.105
C 0.31 5.59 -3.51  -0.014
C 3.49 -0.83 1.78  -0.168
C -1.42 4.03 1.52  -0.387
N -0.28 0.48 3.00  -0.214
P 2.03 0.17 -1.15  0.850
H -0.61 3.68 -3.32  0.086
C -0.42 3.80 2.48  -0.143
C -2.54 2.33 6.70  -0.048
H -0.38 -2.20 3.39  0.054
C -2.73 1.81 5.43  0.000
H 1.50 -1.66 1.66  0.071
H 0.39 -7.31 2.94  0.113
C -3.27 3.14 -0.99  -0.365
H 2.51 -2.45 2.85  0.105
C -3.85 -0.76 -2.14  -0.095
F -7.16 3.02 -2.33  0.058
H -0.26 -0.24 -4.03  0.113
H 2.95 0.09 1.99  0.072
H -3.19 6.37 3.25  0.119
H 4.65 1.33 -1.74  0.100
C -1.62 1.31 4.77  -0.214
H -1.51 -3.49 3.83  0.097
H 1.26 1.13 -3.07  0.113
H 2.92 4.66 -1.47  0.103
H 0.35 4.30 4.43  0.122
H 2.21 -3.95 0.89  0.087
C -3.56 3.25 -2.34  -0.123
C -0.62 -3.25 3.25  0.022
H 3.66 1.87 0.95  0.100
O 1.09 -6.07 -0.26  -0.297
O 1.79 1.67 3.86  -0.279
S 0.82 0.68 4.23  0.647
H -1.28 -2.65 -1.22  0.116
C 3.64 4.43 -0.68  -0.187
H 1.56 -2.40 -0.75  0.077
H 3.61 0.20 -3.61  0.089
N -1.14 -4.73 1.28  0.061
C -5.64 2.93 -0.54  -0.001
O 1.28 -0.60 4.67  -0.271
C 0.12 5.75 -0.75  -0.128
C 3.96 2.18 -1.76  -0.180
H 4.25 -0.92 2.56  0.120
H 1.18 -8.49 -1.71  0.082
H 1.84 2.44 -1.41  0.100
C -3.96 -0.04 -4.39  -0.661
C -0.17 1.85 6.63  -0.023
C -5.06 -1.41 -2.35  -0.065
C 2.66 -0.23 -3.93  -0.182
C 4.20 -0.76 0.43  -0.178
H -4.13 2.86 0.97  0.076
C 3.30 -1.08 -0.77  -0.311
H 4.69 0.21 0.30  0.095
O 2.63 -7.29 1.26  -0.306
F -1.46 6.01 5.13  0.053
O -2.18 0.02 -0.72  -0.316
H 0.21 -3.84 3.64  0.083
C 2.67 1.87 -0.97  -0.343
C 4.66 3.43 -1.21  -0.185

3.
Below is a structure of composition C57H71FN10O5SSc, with properties calculated with the ωB97M-V functional and the def2-TZVPD basis.

- Total charge: +1
- Energy relative to the best compared isomer or geometry (same formula, charge and spin): 0.0 kcal/mol

Each line ends with the Löwdin charge.
Element x y z (Å)
C 5.46 4.57 1.12  -0.085
H -4.84 1.30 -1.05  0.079
H -5.44 -0.62 2.31  0.124
H -3.19 6.01 -2.71  0.092
C -6.49 -0.04 -0.73  -0.132
C -1.23 4.13 0.78  -0.051
N 2.13 2.41 -1.40  0.150
C -5.05 0.80 0.92  -0.892
H -7.55 -1.16 0.83  0.112
N -5.49 0.96 -0.36  0.030
C 0.91 0.90 -2.93  -0.132
C 0.14 -1.91 0.90  -0.284
H 6.91 -3.29 6.18  0.140
C 2.92 -2.92 4.02  -0.123
N 0.39 1.72 0.04  0.084
H 2.13 -3.42 6.43  0.121
Sc -0.74 0.19 -1.52  0.975
C -2.70 2.98 -1.74  -0.260
H 5.65 -2.76 4.28  0.129
H -3.29 4.73 -3.95  0.086
O 3.18 -0.67 -0.88  -0.060
N 3.78 -3.18 5.12  -0.090
H -1.51 -2.72 -1.51  0.043
H -0.73 -4.29 -1.24  0.082
H -1.89 -5.94 2.46  0.118
H 4.71 2.66 -2.45  0.090
H 2.99 2.93 -1.35  0.091
H -3.73 0.32 -2.79  0.053
H 0.85 0.17 2.06  0.086
C 0.77 -2.94 -3.14  -0.050
C 5.44 5.64 0.24  -0.080
C -2.89 4.99 -2.97  -0.016
C -0.98 -4.64 4.00  -0.268
C -0.32 -5.98 4.02  -0.099
C -1.50 -3.10 2.21  0.061
C 2.44 -1.89 1.88  0.094
C -1.22 -2.22 1.22  -0.012
H -4.01 0.66 -5.80  0.125
C 0.90 0.40 -4.25  -0.144
F 4.54 -1.63 2.83  0.059
H 3.38 -2.34 7.02  0.138
C -2.78 -0.88 -5.06  -0.132
H -5.45 3.80 -2.21  0.091
H -6.01 -1.89 0.33  0.102
H -0.94 3.86 -0.23  0.045
H -1.81 4.06 3.36  0.120
H 3.30 -0.64 -1.84  0.049
C 5.10 -2.57 5.20  -0.125
H 6.32 6.26 0.12  0.105
H -2.82 -3.39 -7.36  0.097
H 5.73 -2.64 7.31  0.136
C -0.63 -3.55 -3.29  -0.350
O -2.12 -0.56 -0.21  -0.111
H -4.66 1.63 -3.57  0.071
H -2.30 -4.18 -2.06  0.094
H 5.06 -1.48 5.34  0.144
C -2.40 -1.56 0.52  -0.583
C 3.30 -2.16 2.91  -0.176
H 1.77 0.32 -6.20  0.102
C 1.65 -3.47 3.99  0.055
H 0.12 -0.29 -4.55  0.077
C 2.86 1.61 -4.88  -0.060
C 1.96 1.79 -2.67  -0.229
N -0.56 -3.67 3.02  0.011
S -3.90 1.72 1.67  0.682
C 3.20 -3.27 6.46  -0.127
H 2.24 -0.89 -0.74  -0.013
C -2.31 1.60 -4.95  -0.050
H -1.24 2.37 5.06  0.102
N 2.05 3.23 0.72  0.143
H 0.72 -1.98 -2.64  0.035
H 4.27 6.79 -1.13  0.117
H -0.15 -6.46 4.98  0.103
H 5.17 -4.99 5.67  0.186
H 0.46 -6.17 3.29  0.113
H -6.22 -0.58 -1.63  0.107
H 1.84 2.97 1.67  0.139
H -2.53 -3.37 2.40  0.155
C 1.12 -2.36 1.90  -0.042
C -2.59 -2.86 -6.45  -0.093
N 5.26 -4.56 6.60  0.056
H -4.97 5.28 -1.36  0.093
H 1.42 -3.61 -2.56  0.083
H -4.88 3.72 -0.52  0.065
C 4.29 5.93 -0.47  -0.043
H 2.79 -1.28 1.05  0.114
H 1.82 6.60 -1.21  0.087
C -4.28 0.61 -3.69  -0.064
N -2.03 2.05 -1.60  0.211
H -7.46 0.45 -0.89  0.113
H 1.22 -2.80 -4.12  0.089
C 3.88 -4.45 7.17  -0.071
C -1.48 -2.79 -4.29  -0.128
O -1.65 -0.78 -2.96  -0.209
C -0.86 3.04 1.75  -0.254
C -1.96 -1.47 -4.06  -0.259
H -1.66 1.54 -4.08  0.036
H -1.69 1.51 -5.84  0.089
H 0.11 0.38 4.40  0.095
H 4.75 3.16 -4.13  0.080
H 3.94 -4.29 8.24  0.139
H -0.74 5.07 1.05  0.088
H 4.33 2.94 1.94  0.113
C 4.10 3.06 -3.26  -0.040
C -3.08 -1.59 -6.22  -0.049
H -2.53 -6.21 4.13  0.111
C -0.18 1.13 3.66  -0.082
H -2.30 4.29 0.81  0.067
H -0.50 -4.56 -3.69  0.123
H 3.62 1.86 -5.61  0.107
C -0.11 1.92 1.37  -0.248
N -5.81 -0.16 1.49  0.015
H 1.01 5.17 -0.55  0.055
C 3.18 4.06 0.53  -0.213
O 0.50 -1.30 -0.12  -0.038
C -0.92 2.24 4.04  -0.091
H 1.32 -4.12 4.78  0.100
C -1.72 -5.84 3.52  -0.072
H 3.78 4.06 -2.98  0.068
N -3.37 4.09 -1.93  -0.162
C 2.95 2.14 -3.60  -0.221
H 6.35 4.35 1.70  0.102
C 3.14 5.16 -0.34  -0.218
C -4.75 4.22 -1.48  -0.028
O -3.51 -2.04 0.73  0.050
H -1.29 -4.20 4.94  0.156
H -5.14 -0.06 -3.81  0.082
H -2.79 2.58 -4.97  0.065
C -6.53 -0.95 0.50  -0.144
H -1.41 -4.44 -5.63  0.107
C -3.38 0.51 -4.92  -0.346
H -3.70 -1.12 -6.97  0.108
C -1.33 -3.70 -1.94  -0.044
H 5.86 -5.16 7.17  0.188
C -1.24 3.18 3.08  -0.083
H -1.80 4.95 -3.02  0.098
C 1.47 2.41 -0.24  -0.345
C -1.80 -3.44 -5.47  -0.051
C 1.83 0.74 -5.21  -0.085
C 0.23 0.99 2.35  -0.029
C 4.34 3.78 1.26  -0.017
H 3.36 -5.39 6.97  0.138
H 1.87 5.07 -2.08  0.079
C 1.89 5.52 -1.09  -0.023
C 5.85 -3.21 6.39  -0.077
C 0.74 -3.19 2.97  -0.112

| no. | largest force on an atom (eV/Å) | HOMO energy (Ha) |
| --- | --- | --- |
| 1 | 0.61 | -0.16183 |
| 2 | 1.44 | -0.26386 |
| 3 | 0.82 | -0.30917 |